No. 1
DFT (wB97M-V/def2-TZVPD) results for C40H48N2O2PdSe as an isolated structure.

Its frontier orbital gap (spin up / spin down) is 6.26 / 6.16 eV. As for the spin multiplicity: 3. As for the expectation value of S²: 2.01. As for the energy above the lowest of the compared OMol25 structures with the same formula, charge and spin: 0.0 kJ/mol. The calculation puts the LUMO energy (spin up / spin down) at -0.6777 / -0.8572 eV. As for the charge: 0.

```
94
Properties=species:S:1:pos:R:3:forces:R:3:lowdin_charge:R:1
H -4.88294 4.13074 -1.00324 0.0 0.0 0.0 0.091
C 0.38640 -5.42825 1.24296 0.0 0.0 0.0 -0.013
H 4.39429 4.89185 1.52135 0.0 0.0 0.0 0.083
C -5.27322 -1.02061 0.42307 0.0 0.0 0.0 -0.073
H 0.46995 -6.44423 1.60726 0.0 0.0 0.0 0.117
H -3.64129 2.54944 2.18942 0.0 0.0 0.0 0.078
C 3.41396 1.17627 0.20921 0.0 0.0 0.0 0.000
C 0.38096 -5.20866 -0.17625 0.0 0.0 0.0 -0.135
H -3.32088 4.27591 2.39766 0.0 0.0 0.0 0.083
H -1.33374 4.65275 0.11496 0.0 0.0 0.0 0.060
H 4.47466 4.34887 -0.16307 0.0 0.0 0.0 0.091
C 2.80860 3.51838 0.95808 0.0 0.0 0.0 -0.556
C 2.39052 -0.01422 -1.62478 0.0 0.0 0.0 -0.425
H -4.99247 4.86791 0.60355 0.0 0.0 0.0 0.083
C 1.54961 1.12305 -1.75238 0.0 0.0 0.0 -0.426
H 4.08886 -0.70858 1.98776 0.0 0.0 0.0 0.076
C 1.68147 2.26429 -0.97679 0.0 0.0 0.0 -0.078
H 0.51086 -6.76353 -3.18903 0.0 0.0 0.0 0.110
H 1.02445 3.10228 -1.16401 0.0 0.0 0.0 0.086
H 4.33415 -2.25015 -2.04910 0.0 0.0 0.0 0.085
C 4.25406 -1.14542 -0.16111 0.0 0.0 0.0 -0.523
O -1.97745 -1.20258 -2.45400 0.0 0.0 0.0 -0.244
N 0.25765 -3.64670 -2.00345 0.0 0.0 0.0 0.045
H -2.79548 -2.09287 0.84628 0.0 0.0 0.0 0.083
C -0.03162 -0.67995 1.95197 0.0 0.0 0.0 -0.006
H -2.53118 -2.67639 -0.81226 0.0 0.0 0.0 0.062
H 5.96238 -0.41900 -1.28913 0.0 0.0 0.0 0.092
H -1.99009 3.16123 2.04337 0.0 0.0 0.0 0.080
H -2.50070 5.02332 -1.16336 0.0 0.0 0.0 0.092
H 0.28304 -4.55546 3.16871 0.0 0.0 0.0 0.119
H -0.06120 0.46081 0.11008 0.0 0.0 0.0 0.108
C -4.71402 3.96074 0.06162 0.0 0.0 0.0 -0.048
C 0.18833 -2.79510 0.23998 0.0 0.0 0.0 -0.155
C -3.03833 3.38541 1.83038 0.0 0.0 0.0 -0.045
H -5.38229 3.16159 0.38385 0.0 0.0 0.0 0.075
C -3.33678 -0.02691 -0.88828 0.0 0.0 0.0 -0.090
C 0.46763 -6.25869 -1.10592 0.0 0.0 0.0 0.004
C -3.28889 -2.40586 -0.07965 0.0 0.0 0.0 -0.041
C -2.85795 2.34661 -0.43286 0.0 0.0 0.0 -0.179
H 5.92897 0.16559 0.37575 0.0 0.0 0.0 0.073
C -4.18193 -1.27610 -0.61908 0.0 0.0 0.0 -0.530
H -5.46003 -2.63417 -1.72339 0.0 0.0 0.0 0.082
C -1.78634 2.27540 -1.30189 0.0 0.0 0.0 -0.081
C 3.33600 0.02501 -0.56210 0.0 0.0 0.0 -0.088
H 0.54915 -7.27802 -0.74895 0.0 0.0 0.0 0.122
H 0.81761 4.36085 0.69228 0.0 0.0 0.0 0.063
N 0.10619 -1.54433 -0.26378 0.0 0.0 0.0 0.092
C 0.28040 -3.90595 -0.67776 0.0 0.0 0.0 -0.145
H 3.10501 -2.83391 -0.94244 0.0 0.0 0.0 0.065
H -5.83915 -1.94158 0.57649 0.0 0.0 0.0 0.083
H 2.02938 5.50568 1.26697 0.0 0.0 0.0 0.087
H 2.65866 3.94855 3.08469 0.0 0.0 0.0 0.084
C 0.17747 -3.04381 1.61522 0.0 0.0 0.1 -0.150
C -3.59355 1.16901 -0.24317 0.0 0.0 0.0 0.017
C 2.62490 2.31422 0.03710 0.0 0.0 0.0 -0.177
H -4.13788 -1.94607 -2.68823 0.0 0.0 0.0 0.073
C 5.71943 -0.69471 -0.26140 0.0 0.0 0.0 -0.047
C -0.00109 -0.52266 0.55792 0.0 0.0 0.0 -0.067
H 2.90304 -1.86785 1.38192 0.0 0.0 0.0 0.071
H 0.31873 -4.38762 -3.90641 0.0 0.0 0.0 0.120
H 2.02678 5.01045 -0.42750 0.0 0.0 0.0 0.092
C -1.46514 1.07963 -1.93758 0.0 0.0 0.0 -0.427
O 2.26102 -1.04934 -2.41606 0.0 0.0 0.0 -0.245
C -3.24207 3.61478 0.32573 0.0 0.0 0.0 -0.557
H -0.12274 0.19537 2.57925 0.0 0.0 0.0 0.112
H 6.38438 -1.50767 0.04116 0.0 0.0 0.0 0.083
C 0.33903 -4.64586 -2.85501 0.0 0.0 0.0 -0.091
C 3.94170 -1.53684 1.29358 0.0 0.0 0.0 -0.040
H -4.41966 1.20369 0.45424 0.0 0.0 0.0 0.091
H -5.54759 -0.95590 -2.27624 0.0 0.0 0.0 0.089
H -2.70887 5.70009 0.45448 0.0 0.0 0.0 0.087
H 4.81414 -3.16288 -0.60370 0.0 0.0 0.0 0.082
C -2.39234 4.81289 -0.09748 0.0 0.0 0.0 -0.061
C -2.24377 -0.09501 -1.80703 0.0 0.0 0.0 -0.424
H 4.97276 3.26806 1.13873 0.0 0.0 0.0 0.076
H -1.17698 3.14662 -1.49960 0.0 0.0 0.0 0.087
C 2.51824 3.10258 2.40717 0.0 0.0 0.0 -0.045
C 0.44705 -5.98105 -2.44674 0.0 0.0 0.0 -0.032
H 1.48689 2.75428 2.50386 0.0 0.0 0.0 0.078
Pd 0.15580 -1.47752 -2.48543 0.0 0.0 0.0 0.943
C -4.87061 -1.73279 -1.91357 0.0 0.0 0.0 -0.040
H 3.17821 2.29654 2.73219 0.0 0.0 0.0 0.076
C 0.06147 -1.93832 2.47789 0.0 0.0 0.0 0.001
C 1.86268 4.66217 0.59416 0.0 0.0 0.0 -0.063
H -4.85522 -0.72277 1.38781 0.0 0.0 0.0 0.085
C 4.25009 4.03537 0.85801 0.0 0.0 0.0 -0.046
H -5.97609 -0.25114 0.09707 0.0 0.0 0.0 0.085
H -3.89690 -3.28736 0.14225 0.0 0.0 0.0 0.085
H 4.14059 1.19025 1.01398 0.0 0.0 0.0 0.099
C 4.11236 -2.42165 -0.99875 0.0 0.0 0.0 -0.061
H 4.58914 -2.35963 1.60800 0.0 0.0 0.0 0.085
Se 0.11566 0.99902 -3.04485 0.0 0.1 0.0 1.165
C 0.28456 -4.39213 2.09838 0.0 0.0 0.0 -0.008
H 0.04921 -2.09974 3.54906 0.0 0.0 0.0 0.124
```
Positions in Å, forces in eV/Å.

---

No. 2
DFT (wB97M-V/def2-TZVPD) results for C2H2EuO2 as an isolated structure.

Its frontier orbital gap (spin up / spin down) is 8.33 / 8.45 eV. As for the spin multiplicity: 9. As for the expectation value of S²: 20.02. As for the energy above the lowest of the compared OMol25 structures with the same formula, charge and spin: 504.1 kJ/mol. The calculation puts the LUMO energy (spin up / spin down) at -5.2133 / -5.0818 eV. As for the charge: +1.

```
7
Properties=species:S:1:pos:R:3:forces:R:3:lowdin_charge:R:1
O -0.88572 -1.85048 -0.15040 0.0 0.1 0.6 -0.562
H 0.72636 1.23764 1.50216 0.0 0.3 -0.4 0.129
H 0.28679 0.15383 -2.48736 -0.3 -0.5 0.4 0.066
C 0.39332 0.88286 -0.37020 -1.2 -3.5 -2.3 -0.195
C 0.20104 0.19258 -1.40992 1.2 3.0 1.3 0.142
O 0.15285 0.69152 0.94206 0.4 0.8 1.3 -0.185
Eu -0.87464 -1.30795 1.97366 -0.1 -0.3 -0.9 1.605
```
Positions in Å, forces in eV/Å.

---

No. 3
DFT (wB97M-V/def2-TZVPD) results for C35H31CrN4O2 as an isolated structure.

Its frontier orbital gap (spin up / spin down) is 7.58 / 7.86 eV. As for the spin multiplicity: 4. As for the expectation value of S²: 3.82. As for the energy above the lowest of the compared OMol25 structures with the same formula, charge and spin: 10.9 kJ/mol. The calculation puts the LUMO energy (spin up / spin down) at -0.6111 / -0.4552 eV. As for the charge: 0.

```
73
Properties=species:S:1:pos:R:3:forces:R:3:lowdin_charge:R:1
C -1.19658 3.67269 -0.58722 -0.1 0.0 0.0 -0.230
N -0.93497 0.80612 1.07879 0.1 -0.1 0.0 0.069
C 1.31572 -0.47618 -0.27254 -0.2 -0.1 0.0 -0.161
C 0.11470 -4.01792 2.97758 0.0 0.0 0.0 -0.083
C -1.69867 -2.66940 -1.57684 0.1 0.2 0.1 -0.476
C -0.70060 1.72657 -3.05643 0.0 -0.1 0.2 -0.470
Cr -0.58288 -0.08148 -0.78558 0.5 0.1 0.8 0.838
C 3.68294 -1.85506 0.28689 0.0 0.0 0.0 -0.074
C -0.33089 1.90489 3.14350 0.0 0.0 0.0 -0.030
C 0.05370 1.03568 2.13028 0.0 0.0 -0.1 -0.199
C 0.36047 5.16612 0.49361 0.0 -0.1 0.0 -0.081
C -0.83606 -2.81518 0.64667 -0.1 0.2 0.0 -0.181
H -2.82192 2.24663 -0.83477 0.0 0.0 0.0 0.067
H 2.16163 2.22860 -2.40195 0.0 0.0 0.0 0.086
H -1.80201 0.94261 -5.49548 0.0 0.0 0.0 0.126
H -1.29459 1.72805 0.82760 0.0 0.0 0.0 0.081
C 2.36251 2.53427 -1.37434 0.0 0.0 0.0 -0.014
H 2.52844 1.96414 4.92054 0.0 0.0 0.0 0.106
C 2.98958 -1.20280 1.29315 0.0 0.0 0.0 -0.041
H 3.25860 3.15557 -1.36785 0.0 0.0 0.0 0.081
C 0.77301 -4.21936 -0.74645 0.0 0.1 0.0 -0.029
H 0.50856 -4.46092 3.88403 0.0 0.0 0.0 0.099
H -1.42974 -2.92590 3.98452 0.0 0.0 0.0 0.111
H -1.71376 0.29133 1.48304 0.0 -0.1 0.0 0.073
C -1.77831 0.14053 -4.76991 0.0 0.0 -0.2 0.026
H 2.56947 1.62939 -0.79870 0.0 0.1 0.0 0.066
H -2.81436 -1.32427 -5.95066 0.0 0.0 0.0 0.115
H 0.55215 6.03285 1.11430 0.0 0.0 0.0 0.101
C -2.73794 -1.76193 1.97127 0.1 0.0 0.0 -0.050
C 1.84166 -0.44620 1.02635 0.0 0.2 0.0 -0.169
H 0.11952 -4.96280 -1.20649 0.0 0.0 0.0 0.086
N -1.18502 -2.02711 -0.49623 -0.1 -0.2 -0.2 0.000
H -2.80377 -3.04766 -4.10695 0.0 0.0 0.0 0.126
H 4.56817 -2.43123 0.52790 0.0 0.0 0.0 0.104
C 1.81250 1.69720 4.15271 0.0 0.0 0.0 -0.071
C -2.33837 -2.07743 -3.99785 0.0 -0.1 -0.1 0.027
C 1.19783 3.30054 -0.80514 0.1 0.0 0.0 -0.189
O -2.12923 -3.80756 -1.66292 0.0 -0.1 0.0 0.071
C 2.18857 0.83871 3.13624 0.0 0.0 0.0 -0.022
H 2.43603 4.73314 0.18783 0.0 0.0 0.0 0.110
H 1.68015 -1.06289 -2.30390 0.0 0.0 0.0 0.104
H -2.79412 3.54186 -2.01199 0.0 0.0 0.0 0.091
H -1.77381 5.38159 0.56856 0.0 0.0 0.0 0.107
H -3.01444 -1.32295 1.01394 0.0 0.1 0.0 0.065
C -0.94129 4.79320 0.19876 0.0 0.0 0.0 -0.053
C -2.61414 3.31244 -0.95924 0.1 0.1 0.0 -0.032
N -1.13167 -0.59185 -2.62565 -0.3 0.0 -0.5 0.048
H -3.56083 -2.42185 2.25295 0.0 0.0 0.0 0.092
O -0.68139 2.68253 -3.81264 0.0 0.1 0.0 0.075
C -1.45905 -2.56071 1.87366 -0.1 0.0 0.0 -0.210
H -3.32858 3.87516 -0.35865 0.0 0.0 0.0 0.079
H -1.32675 2.33575 3.11200 0.0 0.0 0.0 0.120
H 1.46945 -5.06246 1.68410 0.0 0.0 0.0 0.110
C 0.65758 -4.34474 1.74328 0.0 0.0 0.0 -0.048
H 0.87552 -3.39620 -1.45153 0.0 0.0 0.0 0.061
C -1.19039 0.37164 -3.54716 0.1 0.1 0.2 -0.143
H 3.34532 -1.29315 2.31196 0.0 0.0 -0.1 0.105
N -0.40404 1.68320 -1.73377 0.0 0.2 -0.2 -0.009
C 2.05344 -1.08994 -1.28340 0.0 0.0 0.0 -0.129
C 1.41596 4.42867 -0.01919 0.0 0.0 0.0 -0.042
C -1.72312 -1.77097 -2.80237 0.1 0.0 0.2 -0.144
C 0.53453 2.23609 4.16758 0.0 0.0 0.0 -0.077
H 0.22327 2.91643 4.94939 0.0 0.0 0.0 0.105
C 0.19155 -3.77043 0.56700 0.1 0.0 0.0 -0.189
C 1.32017 0.45358 2.10425 0.0 -0.1 -0.1 -0.091
H -2.67809 -0.98934 2.74608 0.0 0.0 0.0 0.078
C -0.95478 -3.14401 3.03315 0.0 -0.1 0.0 -0.057
C -0.11802 2.91271 -1.06219 -0.2 -0.1 0.0 -0.208
H 1.75841 -4.65982 -0.59416 0.0 0.0 0.0 0.081
C -2.34286 -1.11195 -4.99867 0.0 0.0 0.0 -0.013
H 3.20681 0.47845 3.12137 0.0 0.0 0.0 0.104
C 3.24341 -1.75374 -1.02474 0.0 0.0 0.0 -0.087
H 3.79570 -2.22154 -1.83128 0.0 0.0 0.0 0.107
```
Positions in Å, forces in eV/Å.

---

| no. | maximum force (eV/A) |
| --- | --- |
| 1 | 0.1 |
| 2 | 4.3 |
| 3 | 1.0 |